1.
DFT (ωB97M-V/def2-TZVPD) results for one molecule with the formula C2H2N4O2 at a distorted geometry.

XYZ file:
```
10
Properties=species:S:1:pos:R:3
C -0.49326 1.58457 -0.80377
C 0.15440 -0.49768 0.19610
H -1.14873 2.06225 -1.72586
H -0.04384 -0.16485 -1.84124
N -0.14596 0.24643 -0.94196
N 0.00000 -0.20965 1.43071
N 0.46552 -1.30790 2.11019
N 0.81801 -2.20696 1.34465
O -0.21480 2.23340 0.27011
O 0.60867 -1.73962 -0.03893
```

For the HOMO-LUMO gap, the calculation gives 10.8 eV. The SMILES is O=CNc1nnno1. The HOMO energy is -10.6 eV. For the energy relative to the best compared isomer or geometry (same formula, charge and spin), the calculation gives 3.904 eV. The net charge is 0. As for the max |F|: 0.1202 Eh/bohr.

***

2.
DFT (ωB97M-V/def2-TZVPD) results for one molecule with the formula C19H14BF4N3O4S at a distorted geometry.

XYZ file:
```
46
Properties=species:S:1:pos:R:3
O 2.38157 -1.16715 3.12581
F 2.82690 -7.24412 1.57901
F -1.37308 -2.22438 -0.77566
F -0.96949 -1.69306 -2.84673
F 0.62139 -2.57096 -1.69628
N 1.65333 2.71716 1.55185
N -0.54578 1.86927 1.34093
O -2.61060 5.19383 -2.73095
O -4.47082 4.49471 -1.32118
O -0.02538 -0.49201 -1.13862
S -0.19903 4.46422 0.78642
B -3.23002 4.23512 -1.90240
C 1.70026 -0.92058 2.15895
C 0.36754 2.81994 1.30466
C 2.09936 1.47859 1.78700
C -0.11274 0.67752 1.62726
C 1.79852 -5.46771 0.43988
C 2.89349 -5.05066 2.53216
C -2.22377 0.45265 -1.82611
C -3.02086 1.58790 -1.88383
C 1.42863 -4.16353 0.35547
C 2.56842 -3.72962 2.42390
C -0.35847 1.85493 -1.28353
C 2.49116 -5.92009 1.54150
C -0.86755 0.56997 -1.43605
C -2.49413 2.86136 -1.60913
C 1.21441 0.41482 1.84182
C 1.79210 -3.26058 1.36152
C -1.13379 2.99203 -1.32158
N 1.38549 -1.94707 1.28334
C -0.44844 -1.76502 -1.64101
C -0.47635 4.25867 -0.97611
H -3.14118 6.01099 -2.69036
H -5.02326 5.29990 -1.46364
H 3.14411 1.25825 1.96367
H -0.83140 -0.13209 1.55658
H 1.51065 -6.17230 -0.31853
H 3.50687 -5.38214 3.40305
H -2.61873 -0.51797 -2.04275
H -4.05904 1.49762 -2.22245
H 0.87799 -3.84974 -0.50607
H 2.93522 -3.03166 3.14994
H 0.71776 1.90628 -1.09318
H 0.93011 -1.64305 0.42596
H 0.46749 4.32655 -1.47663
H -1.07885 5.10321 -1.33788
```

For the HOMO-LUMO gap, the calculation gives 8.4 eV. The SMILES is O=C(Nc1ccc(F)cc1)c1cnc(SCc2cc(OC(F)(F)F)ccc2B(O)O)nc1. The HOMO energy is -8.4 eV. For the energy relative to the best compared isomer or geometry (same formula, charge and spin), the calculation gives 0.000 eV. The net charge is 0. As for the max |F|: 0.0504 Eh/bohr.

***

3.
DFT (ωB97M-V/def2-TZVPD) results for a 4-piece molecular cluster, C18H30BIO14 overall at a distorted geometry.

XYZ file:
```
64
Properties=species:S:1:pos:R:3
C 0.30753 5.20260 1.07336
C -1.08367 4.58532 1.02239
O -1.61042 4.71950 -0.32396
B -1.76863 3.61706 -1.08474
O -1.29011 3.59250 -2.38867
C -2.60797 2.34907 -0.67639
C -2.37139 1.04862 -0.88349
C -1.10961 0.36870 -1.32998
I -1.23258 -1.71316 -0.64706
C 0.14425 0.95771 -0.64723
C 1.04924 1.75513 -1.59177
C -3.71799 0.38312 -0.75982
O -4.14741 -0.50390 -1.41718
O -4.52923 1.20877 -0.01842
C -3.83240 2.38972 0.17229
O -4.08872 3.14325 1.05250
H 0.75524 5.15474 0.08044
H 0.25099 6.24583 1.38111
H 0.94915 4.65938 1.76788
H -1.78465 5.11495 1.66487
H -1.06310 3.52868 1.29815
H -1.73512 4.20982 -2.98387
H -1.00309 0.31352 -2.41047
H 0.76079 0.16122 -0.23776
H -0.15703 1.56007 0.21535
H 1.96891 2.02634 -1.06895
H 0.59678 2.66979 -1.96812
H 1.33837 1.10908 -2.42392
C -4.94068 -3.19146 -0.75101
O -5.54429 -4.42578 -1.17495
C -4.67747 -5.40965 -1.37819
O -3.48289 -5.34918 -1.22571
O -5.35086 -6.49113 -1.77903
C -4.52970 -7.63312 -2.03386
H -5.75294 -2.48563 -0.61851
H -4.41726 -3.34261 0.19208
H -4.25116 -2.82879 -1.50579
H -3.99984 -7.93466 -1.13229
H -3.81352 -7.42265 -2.82580
H -5.20872 -8.42059 -2.34656
C -1.00576 -4.03353 2.33848
O -0.02388 -4.56656 3.23276
C 0.83257 -3.66314 3.70479
O 0.83789 -2.48814 3.44125
O 1.68624 -4.28197 4.52092
C 2.66980 -3.42294 5.10421
H -1.62478 -4.87285 2.03637
H -1.61675 -3.28395 2.83853
H -0.52927 -3.58750 1.46723
H 2.19555 -2.65011 5.70590
H 3.28273 -2.96230 4.33192
H 3.28199 -4.06132 5.73370
C 6.97641 0.99590 -1.09531
O 7.40856 2.35343 -1.23449
C 6.42188 3.24716 -1.22856
O 5.24796 3.00062 -1.11894
O 6.95363 4.46062 -1.36478
C 5.99823 5.52580 -1.37542
H 7.88062 0.39587 -1.11783
H 6.45799 0.85424 -0.14917
H 6.32237 0.71605 -1.91865
H 5.44373 5.55216 -0.43945
H 5.30783 5.41274 -2.20890
H 6.57569 6.43757 -1.49151
```

For the HOMO-LUMO gap, the calculation gives 8.5 eV. The SMILES is CCOB(O)C1=C([C@H](I)CC)C(=O)OC1=O.COC(=O)OC.COC(=O)OC.COC(=O)OC. The HOMO energy is -9.4 eV. The net charge is 0. As for the max |F|: 0.0221 Eh/bohr.

***

4.
DFT (ωB97M-V/def2-TZVPD) results for an isolated ion of composition C6H12BrFN and charge +1 at a distorted geometry.

XYZ file:
```
21
Properties=species:S:1:pos:R:3
C -0.53613 1.80954 -0.48096
C -1.10031 0.56099 0.42012
C 0.91715 2.18650 -0.45748
C -0.67148 -0.84530 -0.08896
C 1.95680 -0.44298 -0.67151
C -1.39616 -1.95995 0.58599
N 0.84572 -0.98249 0.26173
F 1.43478 2.70888 0.71854
Br 3.64549 -0.56304 0.03561
H -0.89352 1.55672 -1.46744
H -1.00278 2.76677 -0.07415
H -0.72256 0.74125 1.48016
H -2.15531 0.61523 0.39758
H 1.41184 2.50446 -1.33488
H -0.58247 -0.86517 -1.24651
H 1.84585 -0.70727 -1.73727
H -1.68744 -1.46535 1.59863
H -0.88453 -2.98845 0.59038
H -2.35603 -2.01375 0.04435
H 1.02893 -0.64334 1.20936
H 0.90216 -1.97326 0.21673
```

For the HOMO-LUMO gap (spin up / spin down), the calculation gives 7.3 / 9.4 eV. The HOMO energy (spin up / spin down) is -12.0 / -12.9 eV. For the energy relative to the best compared isomer or geometry (same formula, charge and spin), the calculation gives 2.141 eV. The net charge is +1. As for the max |F|: 0.0725 Eh/bohr.

***

5.
DFT (ωB97M-V/def2-TZVPD) results for one molecule with the formula C10H22BN5O2S at a distorted geometry.

XYZ file:
```
41
Properties=species:S:1:pos:R:3
S 3.17928 -0.10871 -1.04332
N -2.73553 1.36605 2.84579
O 1.44094 0.67967 -4.94832
O 0.57569 1.40436 -2.84297
B 1.08810 0.40313 -3.63664
C 1.58505 -0.40816 -0.79220
C -1.73868 2.15342 3.08938
N -1.91524 3.52059 3.16531
N -0.45947 1.60390 3.13480
N 0.84055 -1.06377 -1.72153
N -0.02407 1.09300 0.24495
C -0.51077 -1.73987 -1.56814
C -0.35564 0.20088 3.60705
C -0.82515 -2.40360 -2.90114
C 0.81571 -0.65559 3.02977
C 0.31241 -2.06355 -3.88359
C 0.67998 -1.00707 1.53578
C 1.17461 -1.05344 -3.13426
C 1.01340 0.09565 0.50680
H -3.59736 1.80886 2.83237
H 1.44102 1.65608 -5.11422
H 0.29017 1.26348 -1.88061
H -2.80717 3.97587 3.18481
H -1.18125 4.14053 3.44374
H 0.26191 2.19334 3.53022
H -0.23146 1.38208 1.21475
H -0.88403 0.61613 -0.00235
H -1.21017 -0.93959 -1.34160
H -0.52662 -2.42303 -0.73826
H -0.25436 0.16595 4.67902
H -1.31529 -0.30014 3.40611
H -1.83611 -2.09962 -3.25574
H -0.89227 -3.49745 -2.82242
H 1.76549 -0.13166 3.17054
H 0.94864 -1.55317 3.61464
H 0.88461 -2.90120 -4.27320
H -0.09371 -1.57516 -4.74876
H 1.34963 -1.83226 1.34784
H -0.34154 -1.36697 1.39904
H 2.23123 -1.27194 -3.27462
H 1.85744 0.67301 0.94118
```

For the HOMO-LUMO gap, the calculation gives 8.3 eV. The SMILES is [H]/N=C(\N)NCCC[C@H](N)C(=S)N1CCC[C@H]1B(O)O. The HOMO energy is -7.8 eV. The net charge is 0. As for the max |F|: 0.0576 Eh/bohr.

***

6.
DFT (ωB97M-V/def2-TZVPD) results for C3H2BrNOS as an isolated structure at a distorted geometry.

XYZ file:
```
9
Properties=species:S:1:pos:R:3
C -0.46647 -0.94319 0.04140
C 0.81453 -0.63515 -0.03222
C 0.84144 1.34888 -0.03033
N -1.37894 0.07986 0.16103
O 1.83038 1.99306 -0.03953
S -0.82585 1.69088 -0.02763
Br 2.41777 -1.52968 -0.01663
H -0.89048 -1.93659 0.03228
H -2.34238 -0.06809 -0.08838
```

For the HOMO-LUMO gap, the calculation gives 8.8 eV. The HOMO energy is -8.5 eV. For the energy relative to the best compared isomer or geometry (same formula, charge and spin), the calculation gives 1.548 eV. The net charge is 0. As for the max |F|: 0.0890 Eh/bohr.